[1]
The following is a DFT calculation (ωB97M-V/def2-TZVPD) of a single CH3N3O2S molecule.

Highest occupied orbital energy (alpha / beta) ... -0.37851 / -0.36286 Eh
Gap between HOMO and LUMO (alpha / beta) ... 0.2826 / 0.3226 hartree
Energy above the lowest of the compared OMol25 structures with the same formula, charge and spin ... 287.4 kJ/mol
DFT total energy ... -752.72171 a.u.

Structure (XYZ):
```
10
CH3N3O2S, DFT ωB97M-V/def2-TZVPD
C -0.528 0.535 -0.028
N -0.017 1.684 -0.153
N 0.240 -0.605 -0.037
N -1.887 0.346 0.151
O 2.500 -0.437 1.279
O 2.599 -0.618 -1.185
S 1.964 -0.093 -0.008
H -0.155 -1.488 0.256
H -2.441 1.172 -0.024
H -2.275 -0.495 -0.250
```

[2]
The following is a DFT calculation (ωB97M-V/def2-TZVPD) of a single CH3N3O2S molecule.

Highest occupied orbital energy ... -0.34420 Eh
Gap between HOMO and LUMO ... 0.3187 hartree
Energy above the lowest of the compared OMol25 structures with the same formula, charge and spin ... 545.9 kJ/mol
DFT total energy ... -752.62322 a.u.

Structure (XYZ):
```
10
CH3N3O2S, DFT ωB97M-V/def2-TZVPD
C 0.153 -0.887 0.343
N 1.053 -2.673 0.892
N -0.988 -1.005 0.915
N 0.621 0.122 -0.365
O 0.868 -1.456 3.082
O -1.266 -2.003 1.762
S 0.553 -2.665 2.315
H -1.481 -0.169 0.695
H 1.569 0.025 -0.803
H -0.011 0.806 -0.644
```

[3]
The following is a DFT calculation (ωB97M-V/def2-TZVPD) of 2 unconnected molecules or ions with the total composition CH3N3O2Si.

Highest occupied orbital energy ... -0.38969 Eh
Gap between HOMO and LUMO ... 0.3361 hartree
Energy above the lowest of the compared OMol25 structures with the same formula, charge and spin ... 370.6 kJ/mol
DFT total energy ... -643.95025 a.u.

Structure (XYZ):
```
10
CH3N3O2Si, DFT ωB97M-V/def2-TZVPD
C 3.154 -0.204 0.385
N 2.520 -0.723 -0.497
N -0.389 1.593 -0.653
N -1.472 -0.905 0.073
O -2.052 -1.553 0.914
O -1.064 -1.363 -1.018
Si -1.186 0.832 0.554
H 2.088 -1.257 -1.127
H 0.118 2.387 -0.578
H -1.716 1.193 1.946
```

[4]
The following is a DFT calculation (ωB97M-V/def2-TZVPD) of a single CH3N3P2 molecule.

Highest occupied orbital energy (alpha / beta) ... -0.25886 / -0.35152 Eh
Gap between HOMO and LUMO (alpha / beta) ... 0.2885 / 0.2417 hartree
Energy above the lowest of the compared OMol25 structures with the same formula, charge and spin ... 0.0 kJ/mol
Spin multiplicity ... 3
DFT total energy ... -886.67511 a.u.

Structure (XYZ):
```
9
CH3N3P2, DFT ωB97M-V/def2-TZVPD
C -0.885 -1.856 -0.239
N -0.092 -2.287 -1.172
N 1.145 -1.793 -1.072
N 1.391 -1.129 -0.079
P -0.030 -0.895 0.958
P 0.056 1.136 0.427
H -1.885 -1.997 -0.098
H 0.962 1.197 1.493
H -1.092 1.335 1.326
```

[5]
The following is a DFT calculation (ωB97M-V/def2-TZVPD) of a single CH3N3S molecule.

Highest occupied orbital energy ... -0.32620 Eh
Gap between HOMO and LUMO ... 0.3147 hartree
Energy above the lowest of the compared OMol25 structures with the same formula, charge and spin ... 86.4 kJ/mol
DFT total energy ... -602.26201 a.u.
SMILES ... N/N=N/C=S

Structure (XYZ):
```
8
CH3N3S, DFT ωB97M-V/def2-TZVPD
C 2.319 -0.614 0.190
N 0.930 -0.237 -0.120
N 0.264 0.619 0.500
N -0.907 0.821 -0.152
S 3.513 0.397 -0.128
H 2.368 -1.618 0.342
H -0.994 0.177 -0.978
H -1.673 1.043 0.473
```

[6]
The following is a DFT calculation (ωB97M-V/def2-TZVPD) of a single CH3N3S2 molecule.

Highest occupied orbital energy (alpha / beta) ... -0.27334 / -0.27338 Eh
Gap between HOMO and LUMO (alpha / beta) ... 0.2474 / 0.2475 hartree
Energy above the lowest of the compared OMol25 structures with the same formula, charge and spin ... 98.7 kJ/mol
DFT total energy ... -1000.44301 a.u.

Structure (XYZ):
```
9
CH3N3S2, DFT ωB97M-V/def2-TZVPD
C 0.850 -1.391 -0.070
N 0.135 -0.638 0.659
N -0.002 0.625 0.658
N -1.224 1.096 0.779
S 1.385 -0.952 -1.670
S 1.131 1.009 -1.736
H 1.012 -2.415 0.217
H -1.281 2.102 0.754
H -2.005 0.563 0.409
```

[7]
The following is a DFT calculation (ωB97M-V/def2-TZVPD) of a molecular structure, CH3N4S.

Highest occupied orbital energy ... -0.11802 Eh
Gap between HOMO and LUMO ... 0.2337 hartree
Total charge ... -1
Energy above the lowest of the compared OMol25 structures with the same formula, charge and spin ... 391.4 kJ/mol
DFT total energy ... -656.97854 a.u.

Structure (XYZ):
```
9
CH3N4S, DFT ωB97M-V/def2-TZVPD
C 0.229 -0.826 -0.674
N -0.762 0.454 0.956
N 0.929 0.401 -0.415
N -1.024 -0.688 0.113
N 0.360 0.907 0.611
S 1.358 2.817 1.605
H 0.217 -0.886 -1.800
H 0.612 -1.790 -0.120
H -1.918 -0.389 -0.277
```

[8]
The following is a DFT calculation (ωB97M-V/def2-TZVPD) of a molecular structure, CH3N4Si.

Highest occupied orbital energy ... -0.15621 Eh
Gap between HOMO and LUMO ... 0.3000 hartree
Total charge ... -1
Energy above the lowest of the compared OMol25 structures with the same formula, charge and spin ... 138.7 kJ/mol
DFT total energy ... -548.38315 a.u.

Structure (XYZ):
```
9
CH3N4Si, DFT ωB97M-V/def2-TZVPD
C 0.734 1.591 -1.054
N 1.437 3.586 -1.389
N 1.061 2.787 -0.429
N 0.845 1.492 -2.318
N 1.441 3.209 -2.544
Si 0.075 0.147 -0.082
H -1.349 -0.094 -0.406
H 0.144 0.259 1.383
H 0.796 -1.100 -0.406
```

Number 1: largest force on an atom 1.82 eV Å⁻¹. Number 2: largest force on an atom 5.45 eV Å⁻¹. Number 3: largest force on an atom 8.32 eV Å⁻¹. Number 4: largest force on an atom 2.77 eV Å⁻¹. Number 5: largest force on an atom 5.10 eV Å⁻¹. Number 6: largest force on an atom 1.91 eV Å⁻¹. Number 7: largest force on an atom 2.70 eV Å⁻¹. Number 8: largest force on an atom 3.09 eV Å⁻¹.